Formula: CH2N4P
Source: OMol25
Level of theory: the ωB97M-V functional and the def2-TZVPD basis

Calculated values
Energy above the lowest of the compared OMol25 structures with the same formula, charge and spin in eV: 3.045
Total charge: -1
Maximum force in eV/Å: 4.56
HOMO energy (spin up / spin down) in eV: -5.10 / -5.03

```
8
CH2N4P, DFT the ωB97M-V functional and the def2-TZVPD basis
C 0.073 0.144 -0.336
N 0.941 -0.847 -0.256
N -0.509 0.289 -1.521
N 0.895 -1.366 -1.469
N 0.038 -0.697 -2.192
P -0.315 1.553 1.992
H 0.314 0.222 2.165
H -1.437 0.702 1.618
```

---

Formula: CH2NO2
Source: OMol25
Level of theory: the ωB97M-V functional and the def2-TZVPD basis

Calculated values
Energy above the lowest of the compared OMol25 structures with the same formula, charge and spin in eV: 0.437
Total charge: -1
Maximum force in eV/Å: 4.12
HOMO energy in eV: -3.71
SMILES: NC(=O)[O-]

```
6
CH2NO2, DFT the ωB97M-V functional and the def2-TZVPD basis
C -1.754 0.031 -0.026
N -0.263 -0.022 -0.046
O -2.218 -1.086 0.007
O -2.277 1.100 0.010
H 0.230 -0.855 0.236
H 0.297 0.668 0.500
```

---

Formula: CH2NO2
Source: OMol25
Level of theory: the ωB97M-V functional and the def2-TZVPD basis

Calculated values
Energy above the lowest of the compared OMol25 structures with the same formula, charge and spin in eV: 4.318
Total charge: -1
Maximum force in eV/Å: 12.70
HOMO energy in eV: -2.87
SMILES: [O-]/C=N\O

```
6
CH2NO2, DFT the ωB97M-V functional and the def2-TZVPD basis
C 1.680 0.277 0.586
N 1.140 -1.052 0.568
O 2.168 1.050 -0.213
O 1.551 -1.839 -0.724
H 1.657 0.477 1.773
H 1.671 -1.539 -1.486
```

---

Formula: CH2NO2
Source: OMol25
Level of theory: the ωB97M-V functional and the def2-TZVPD basis

Calculated values
Energy above the lowest of the compared OMol25 structures with the same formula, charge and spin in eV: 4.587
Total charge: -1
Maximum force in eV/Å: 4.55
HOMO energy (spin up / spin down) in eV: -2.72 / -2.64

```
6
CH2NO2, DFT the ωB97M-V functional and the def2-TZVPD basis
C -0.032 0.176 -0.648
N 0.335 0.150 0.642
O -1.892 -0.798 -0.531
O 0.556 0.606 -1.611
H -0.273 -0.412 1.218
H 1.306 0.278 0.931
```

---

Formula: CH2NO2S3
Source: OMol25
Level of theory: the ωB97M-V functional and the def2-TZVPD basis

Calculated values
Energy above the lowest of the compared OMol25 structures with the same formula, charge and spin in eV: 2.758
Total charge: -1
Maximum force in eV/Å: 3.88
HOMO energy (spin up / spin down) in eV: -4.58 / -4.57

```
9
CH2NO2S3, DFT the ωB97M-V functional and the def2-TZVPD basis
C 0.105 -1.380 -0.011
N -0.913 -0.607 0.010
O -2.565 1.132 -0.693
O 0.166 2.630 0.425
S 0.023 -3.018 0.177
S 1.731 -0.593 -0.294
S -1.602 0.795 0.338
H 2.115 -1.598 -0.947
H 0.941 2.639 0.994
```

---

Formula: CH2NO3
Source: OMol25
Level of theory: the ωB97M-V functional and the def2-TZVPD basis

Calculated values
Energy above the lowest of the compared OMol25 structures with the same formula, charge and spin in eV: 1.639
Total charge: -1
Maximum force in eV/Å: 2.07
HOMO energy (spin up / spin down) in eV: -1.34 / -1.34

```
7
CH2NO3, DFT the ωB97M-V functional and the def2-TZVPD basis
C 1.593 -0.182 -0.196
N -1.118 -0.422 0.693
O 1.977 -1.277 -0.281
O 1.508 0.972 -0.152
O -1.638 0.696 -0.294
H -1.061 -1.150 0.005
H -1.262 1.364 0.225
```

---

Formula: CH2NO3S
Source: OMol25
Level of theory: the ωB97M-V functional and the def2-TZVPD basis

Calculated values
Energy above the lowest of the compared OMol25 structures with the same formula, charge and spin in eV: 0.608
Total charge: -1
Maximum force in eV/Å: 3.17
HOMO energy in eV: -3.66
SMILES: NC([O-])=S(=O)=O

```
8
CH2NO3S, DFT the ωB97M-V functional and the def2-TZVPD basis
C 0.105 0.800 0.140
N 1.139 -0.023 0.148
O -1.861 -0.248 -1.129
O 0.159 2.042 0.057
O -0.642 -1.540 0.652
S -1.399 -0.278 0.285
H 1.883 0.180 -0.460
H 0.617 -0.933 0.306
```

---

Formula: CH2NO3S
Source: OMol25
Level of theory: the ωB97M-V functional and the def2-TZVPD basis

Calculated values
Energy above the lowest of the compared OMol25 structures with the same formula, charge and spin in eV: 3.190
Total charge: -1
Maximum force in eV/Å: 2.31
HOMO energy in eV: -3.39
SMILES: O=C(O)O[N-]S

```
8
CH2NO3S, DFT the ωB97M-V functional and the def2-TZVPD basis
C -0.021 -0.947 -0.648
N 1.444 0.192 1.156
O 0.432 -0.898 0.539
O -0.122 -0.071 -1.469
O -0.767 -2.187 -1.028
S 1.058 1.664 0.721
H -0.371 -3.044 -0.802
H 1.694 2.061 -0.503
```

---

Formula: CH2NO4P
Source: OMol25
Level of theory: the ωB97M-V functional and the def2-TZVPD basis

Calculated values
Energy above the lowest of the compared OMol25 structures with the same formula, charge and spin in eV: 1.485
Total charge: -2
Maximum force in eV/Å: 3.21
HOMO energy in eV: -0.05
SMILES: N=P([O-])([O-])OC=O

```
9
CH2NO4P, DFT the ωB97M-V functional and the def2-TZVPD basis
C -0.176 -1.171 1.389
N 1.055 1.575 -0.710
O -1.414 1.226 -0.255
O -0.600 -0.011 -2.302
O 0.436 -2.029 2.048
O -0.114 -1.034 0.172
P -0.253 0.702 -1.007
H -0.844 -0.511 1.874
H 1.912 1.253 -1.208
```

---

Formula: CH2NO4S
Source: OMol25
Level of theory: the ωB97M-V functional and the def2-TZVPD basis

Calculated values
Energy above the lowest of the compared OMol25 structures with the same formula, charge and spin in eV: 4.004
Total charge: -1
Maximum force in eV/Å: 6.58
HOMO energy in eV: -4.22

```
9
CH2NO4S, DFT the ωB97M-V functional and the def2-TZVPD basis
C 0.276 -0.321 -0.570
N -0.062 -1.238 0.389
O 0.626 -1.437 1.415
O -0.633 1.608 1.400
O -1.177 -1.758 0.230
O -0.359 2.275 -0.964
S 0.261 1.648 0.201
H 1.387 -0.310 -0.773
H -0.319 -0.467 -1.327
```